{
  "formula": "C4H6N2O",
  "method": "ωB97M-V/def2-TZVPD",
  "charge": 0,
  "homo_energy_ev": -9.7,
  "smiles": "O=C/N=C\\N1CC1",
  "fmax_ev_per_a": 4.15,
  "relative_energy_kcal_mol": 119.59,
  "orbital_gap_ev": 9.9,
  "species": ["O", "C", "N", "C", "N", "C", "C", "H", "H", "H", "H", "H", "H"],
  "xyz": [[1.54, 1.23, -0.21], [2.05, 0.23, 0.24], [1.62, -0.98, -0.20], [0.38, -1.19, -0.10], [-0.63, -0.46, 0.65], [-1.71, -0.04, -0.22], [-0.81, 1.03, 0.01], [3.08, -0.05, 0.90], [-0.01, -2.23, -0.12], [-1.59, -0.65, -1.13], [-2.78, 0.16, 0.21], [-1.08, 1.85, 0.83], [-0.03, 1.09, -0.85]]
}